Entry 1:
An isolated molecule of C3H9N3P4 at a distorted geometry. Source: the Open Molecules 2025 dataset; level of theory: ωB97M-V/def2-TZVPD.

Calculated values
E_LUMO in eV: 0.6
SMILES string: Cc1n[nH]nc1P(#[PH2])[PH]#[PH2]
Orbital gap in eV: 8.87
Total charge: 0
Highest occupied orbital energy in eV: -8.274
Calculated total energy in Eh: -1649.26801

```
19
Properties=species:S:1:pos:R:3:lowdin_charge:R:1
C 1.61883 1.59896 1.25695 -0.071
C 0.34023 0.96664 1.59442 -0.305
N -0.64602 1.30640 2.32052 0.055
N -1.62390 0.40846 2.22851 -0.100
N -1.44308 -0.60710 1.37220 0.002
C -0.27504 -0.38243 0.75897 -0.581
P 0.50839 -1.37929 -0.48411 0.301
P -0.51768 -3.23851 -0.01613 0.487
P -0.55806 -0.57486 -2.18786 0.202
P 0.61967 1.15907 -2.67189 0.345
H 2.32490 0.87971 1.63667 0.076
H 1.73089 1.76336 0.09095 0.080
H 1.55019 2.61348 1.57281 0.064
H -2.44964 0.50552 2.78504 0.140
H -1.55726 -2.98611 -0.91796 -0.188
H 0.39569 -4.07834 -0.85782 -0.125
H 0.39971 -1.39096 -2.89191 -0.153
H -0.15340 1.53641 -3.94105 -0.115
H -0.26444 1.89961 -1.64832 -0.115
```

---

Entry 2:
A cluster of 2 separate species, C3H9N3S in total at a distorted geometry. Source: the Open Molecules 2025 dataset; level of theory: ωB97M-V/def2-TZVPD.

Calculated values
E_LUMO in eV: -1.3
Orbital gap in eV: 7.69
Total charge: 0
Highest occupied orbital energy in eV: -8.968
Calculated total energy in Eh: -681.94586

```
16
Properties=species:S:1:pos:R:3:lowdin_charge:R:1
C 0.34119 0.06326 0.88771 -0.296
C 1.63495 0.62000 0.22676 -0.631
C -1.36858 0.78352 -0.81505 -0.272
H -2.24120 -1.62515 0.28192 0.115
H -1.22635 -1.84970 -1.05101 0.094
H 0.12981 0.79230 1.84519 0.144
H 0.79618 -1.03706 1.26899 0.119
H 1.52455 1.40343 -0.55433 0.055
H 2.29693 0.89582 1.15077 0.079
H 1.19491 -2.16190 -0.72614 0.131
H -2.05409 0.32690 -1.50761 0.098
H -0.61065 2.25683 0.20077 0.057
N -1.19624 -1.60866 -0.00604 0.013
N -0.76156 -0.23606 -0.08473 -0.254
N -1.22430 2.10702 -0.70622 0.047
S 2.76446 -0.73055 -0.41098 0.502
```

---

Entry 3:
A cluster of 2 separate species, C3H9N3S in total at a distorted geometry. Source: the Open Molecules 2025 dataset; level of theory: ωB97M-V/def2-TZVPD.

Calculated values
E_LUMO (alpha / beta) in eV: -0.5 / -0.5
Orbital gap (alpha / beta) in eV: 6.59 / 6.59
Total charge: 0
Highest occupied orbital energy (alpha / beta) in eV: -7.067 / -7.075
Calculated total energy in Eh: -681.96238

```
16
Properties=species:S:1:pos:R:3:lowdin_charge:R:1
C 1.47936 -1.40563 -0.72145 -0.260
C 0.57883 -0.21943 -1.26038 -0.182
C -0.68034 1.77378 -0.31926 -0.064
N -1.69760 -0.77253 2.21966 -0.136
N 1.60479 -1.18642 0.68837 -0.378
N 0.38117 0.74477 -0.16601 -0.449
S 0.83118 -0.02583 1.23127 1.066
H 1.13490 -2.32324 -1.18889 0.104
H 2.60202 -1.44593 -0.92231 0.126
H 0.83807 0.14609 -2.22325 0.107
H -0.45255 -0.62005 -1.24058 0.123
H -0.24537 2.77222 -0.40875 0.087
H -1.14580 1.53993 -1.19510 0.044
H -1.38326 1.68945 0.54681 0.085
H -2.19154 -0.00388 1.76399 -0.132
H -1.65386 -0.66331 3.19589 -0.138
```

---

Entry 4:
An isolated molecule of C3H9N3S at a distorted geometry. Source: the Open Molecules 2025 dataset; level of theory: ωB97M-V/def2-TZVPD.

Calculated values
E_LUMO in eV: 0.5
SMILES string: CN/N=C(\C)NS
Orbital gap in eV: 9.14
Total charge: 0
Highest occupied orbital energy in eV: -8.627
Calculated total energy in Eh: -682.02508

```
16
Properties=species:S:1:pos:R:3:lowdin_charge:R:1
C -0.30628 2.62594 -0.28165 -0.191
N -0.67071 1.31530 0.20242 -0.161
N 0.10828 0.40350 -0.65604 0.042
C -0.09374 -0.85045 -0.37371 -0.675
C -0.73153 -1.34608 0.82712 -0.116
N 0.44755 -1.69883 -1.25221 -0.346
S 1.54512 -2.85765 -0.50852 0.668
H -0.82242 3.35902 0.33799 0.069
H -0.56243 2.56405 -1.34950 0.072
H 0.76064 2.96819 -0.27827 0.076
H -0.11721 1.20652 1.20160 0.161
H 0.13833 -1.65202 1.62159 0.096
H -1.35000 -2.38277 0.46661 0.141
H -1.55109 -0.53526 1.33230 0.131
H 0.96330 -1.08123 -1.87363 0.074
H 2.24221 -2.03822 0.58390 -0.041
```

---

Entry 5:
An isolated molecule of C3H9N3S at a distorted geometry. Source: the Open Molecules 2025 dataset; level of theory: ωB97M-V/def2-TZVPD.

Calculated values
E_LUMO in eV: 0.6
SMILES string: C/N=C(\NC)NS
Orbital gap in eV: 8.57
Total charge: 0
Highest occupied orbital energy in eV: -7.943
Calculated total energy in Eh: -682.04239

```
16
Properties=species:S:1:pos:R:3:lowdin_charge:R:1
C 1.58956 -1.59887 0.36567 -0.138
N 0.05050 -1.42582 0.48595 -0.047
C -0.26451 -0.23055 -0.00400 -0.550
N 0.40116 0.67210 -0.77943 -0.037
C -0.18724 1.88767 -0.97429 -0.199
N -1.50473 0.15424 0.45498 -0.479
S -2.29963 -0.58023 1.69731 0.664
H 1.82120 -2.07759 -0.55548 0.041
H 2.20849 -0.76847 0.70215 0.053
H 1.80017 -2.39338 1.21682 0.094
H 1.42242 0.63725 -1.07942 0.174
H 0.47567 2.40633 -1.76986 0.109
H -0.28178 2.56074 -0.04172 0.101
H -1.36309 2.00732 -1.34481 0.122
H -2.21740 0.72262 -0.17462 0.118
H -1.65081 -1.97335 1.80075 -0.026
```

---

Entry 6:
A cluster of 2 separate species, C3H9N4 in total at a distorted geometry. Source: the Open Molecules 2025 dataset; level of theory: ωB97M-V/def2-TZVPD.

Calculated values
E_LUMO (alpha / beta) in eV: -5.8 / -3.4
Orbital gap (alpha / beta) in eV: 6.05 / 9.67
Total charge: +1
Highest occupied orbital energy (alpha / beta) in eV: -11.815 / -13.097
Calculated total energy in Eh: -338.38006

```
16
Properties=species:S:1:pos:R:3:lowdin_charge:R:1
C -0.93745 -0.54086 0.36396 -0.336
C 1.60727 -0.55675 -0.17996 -0.073
C 0.16876 -0.76099 -0.51252 -0.056
N 0.63752 2.34688 -1.27004 0.033
N -0.38746 1.89084 -0.99801 0.107
N -2.21071 -0.83866 -0.14908 0.218
N -0.74737 0.09666 1.53806 0.211
H 1.60521 -0.79282 0.91162 0.099
H 2.33458 -1.00294 -0.84280 0.087
H 1.93677 0.52537 -0.21711 0.080
H -0.08865 -1.22395 -1.43028 0.106
H 1.01002 3.08469 -1.90882 0.129
H -2.25570 -1.47961 -0.84346 0.070
H -3.07373 -0.60947 0.27635 0.116
H 0.07313 0.62838 1.74581 0.119
H -1.39404 0.29319 2.20471 0.089
```

---

Entry 7:
A cluster of 2 separate species, C3H9N4 in total at a distorted geometry. Source: the Open Molecules 2025 dataset; level of theory: ωB97M-V/def2-TZVPD.

Calculated values
E_LUMO in eV: -3.5
Orbital gap in eV: 11.51
Total charge: +1
Highest occupied orbital energy in eV: -14.976
Calculated total energy in Eh: -338.36417

```
16
Properties=species:S:1:pos:R:3:lowdin_charge:R:1
C 0.84728 -0.94697 0.91279 0.122
C -1.84862 2.34021 -1.68259 0.004
C 2.40800 -1.56019 2.79383 -0.046
N -0.80215 -1.03476 -1.23642 0.108
N -1.44200 -0.13382 -1.76652 0.008
N -1.20045 1.03772 -1.40742 -0.031
N 1.52191 -1.23003 1.79710 -0.065
H -0.37232 1.12415 -0.77076 0.166
H -2.58403 2.32062 -2.49038 0.100
H -2.29428 2.71478 -0.72475 0.115
H -1.13311 3.00145 -2.08926 0.073
H 1.81766 -2.05904 3.46641 0.079
H 2.85068 -0.60186 3.01899 0.109
H 3.25824 -2.09877 2.24154 0.149
H -1.02586 -1.89164 -1.59086 0.098
H -0.00096 -0.98185 -0.47169 0.012
```

---

Entry 8:
The ion C3H9N4O with charge +1 at a distorted geometry. Source: the Open Molecules 2025 dataset; level of theory: ωB97M-V/def2-TZVPD.

Calculated values
E_LUMO in eV: -3.9
SMILES string: N[C@@H]1C[NH2+]NC(=O)N1
Orbital gap in eV: 10.18
Total charge: +1
Highest occupied orbital energy in eV: -14.051
Calculated total energy in Eh: -413.71324

```
17
Properties=species:S:1:pos:R:3:lowdin_charge:R:1
N -1.17910 -1.58568 -0.75783 0.083
C -0.82359 -0.33356 -0.19352 -0.384
C 0.60532 0.01418 -0.64824 -0.048
N 1.06391 1.24230 0.05136 0.077
N 1.09695 0.97251 1.44268 0.108
C 0.02750 0.31234 2.10204 -0.546
O -0.00863 0.31569 3.29500 0.140
N -0.84614 -0.30045 1.27611 0.143
H -0.65354 -2.36387 -0.38192 0.103
H -2.16733 -1.78776 -0.71031 0.100
H -1.53033 0.41994 -0.57794 0.160
H 1.27712 -0.80370 -0.37671 0.154
H 0.62047 0.15235 -1.72902 0.149
H 2.01435 1.49160 -0.26613 0.211
H 0.43252 2.03112 -0.19527 0.211
H 1.61114 1.60907 2.03907 0.173
H -1.59761 -0.79170 1.74009 0.166
```